Record 1
84
Properties=species:S:1:pos:R:3:forces:R:3 method="wB97M-V/def2-TZVPD" homo_energy_ev=-11.8 total_charge=+1 multiplicity=1 homo_lumo_gap_ev=7.5899 max_force_ev_per_a=2.58 e_lumo_ev=-4.2569 molar_mass_g_mol=713.0
O 2.414 5.969 -1.331 0.4 -1.0 -1.0
N 2.208 4.852 -1.651 0.6 2.5 0.4
O 1.666 4.211 -0.552 -1.3 -2.0 0.3
C 0.819 3.139 -1.029 1.4 1.2 0.9
S -0.747 3.907 -1.614 -1.1 -0.9 0.1
F -1.307 4.780 -0.374 1.3 -0.5 -1.6
H 1.279 2.619 -1.905 -0.6 0.4 0.3
H 0.672 2.454 -0.131 -0.7 0.6 -1.1
H -0.372 4.803 -2.623 0.0 0.0 1.1
C -5.530 6.886 -4.607 -0.1 -0.1 0.2
C -5.037 7.604 -3.348 0.0 0.2 -0.1
C -4.217 6.597 -2.537 -0.1 0.4 0.3
S -3.542 5.435 -3.721 -0.7 0.3 -0.3
O -4.119 4.136 -3.473 0.6 0.0 0.1
O -2.105 5.629 -3.816 0.3 -0.5 0.4
C -4.320 6.143 -5.161 -0.2 0.2 -0.3
H -5.939 7.583 -5.337 0.0 -0.1 0.0
H -6.317 6.174 -4.342 0.0 0.0 -0.1
H -4.405 8.448 -3.635 0.0 0.0 0.0
H -5.864 8.002 -2.759 0.1 0.0 0.0
H -3.401 7.080 -2.000 0.0 -0.2 0.0
H -4.842 6.040 -1.839 0.1 -0.1 -0.1
H -4.582 5.355 -5.864 0.2 -0.1 0.1
H -3.609 6.833 -5.618 0.0 -0.1 0.0
C 2.181 0.693 4.357 0.1 0.1 0.0
C 1.790 2.174 4.375 -0.1 -0.1 0.2
C 1.895 2.693 2.938 0.0 0.5 0.2
S 1.601 1.277 1.879 0.5 -0.5 1.5
O 2.811 0.995 1.141 -0.4 0.2 -0.5
O 0.317 1.439 1.210 0.1 0.0 -0.4
C 1.430 0.077 3.184 -0.1 0.5 0.0
H 1.930 0.198 5.295 0.0 0.0 -0.1
H 3.259 0.597 4.202 0.0 -0.1 0.0
H 0.760 2.274 4.728 0.0 0.0 0.0
H 2.424 2.753 5.048 0.0 0.0 -0.1
H 1.151 3.461 2.730 0.1 0.0 -0.1
H 2.893 3.074 2.720 0.0 -0.1 -0.1
H 1.836 -0.869 2.867 0.0 0.1 -0.3
H 0.366 -0.024 3.407 0.0 0.0 -0.1
C 5.093 4.644 -5.268 0.0 -0.1 0.1
C 5.182 3.218 -5.818 0.1 0.1 -0.1
C 3.829 2.544 -5.568 0.4 -0.3 0.1
S 2.612 3.858 -5.555 0.2 0.1 -0.8
O 2.047 3.952 -4.224 -0.4 -0.1 -0.1
O 1.781 3.754 -6.730 -0.2 0.0 0.5
C 3.767 5.201 -5.774 0.3 0.3 0.1
H 5.933 5.257 -5.592 -0.1 0.0 0.0
H 5.095 4.620 -4.175 0.0 0.1 0.0
H 5.383 3.253 -6.892 0.0 0.0 0.1
H 5.993 2.656 -5.353 -0.1 0.0 0.0
H 3.580 1.833 -6.354 -0.2 0.1 0.1
H 3.802 2.049 -4.597 -0.1 0.1 0.0
H 3.427 6.075 -5.222 -0.1 -0.1 0.0
H 3.815 5.425 -6.841 -0.1 -0.1 0.0
C 0.976 -5.031 1.477 0.2 0.0 0.1
C 0.756 -5.964 2.671 0.0 0.1 -0.2
C 0.863 -5.115 3.941 0.2 -0.5 0.1
S 0.368 -3.458 3.478 -0.4 -0.6 -0.1
O 1.512 -2.578 3.609 -0.3 -0.5 0.3
O -0.903 -3.147 4.089 0.4 0.4 0.1
C 0.114 -3.803 1.745 0.1 -0.1 -0.4
H 0.707 -5.510 0.535 0.0 0.0 0.0
H 2.030 -4.744 1.421 -0.1 0.0 0.0
H -0.239 -6.407 2.609 0.1 0.0 0.0
H 1.475 -6.781 2.684 -0.1 0.0 0.0
H 0.205 -5.479 4.728 0.0 0.2 0.0
H 1.889 -5.070 4.308 -0.1 0.1 0.0
H 0.399 -2.937 1.149 -0.1 0.1 0.1
H -0.944 -4.025 1.603 0.0 0.1 0.1
C -2.499 -9.956 5.447 0.0 0.1 0.0
C -3.565 -9.205 4.643 -0.1 -0.1 0.1
C -2.859 -8.529 3.464 -0.4 0.3 0.1
S -1.423 -9.537 3.097 -0.2 -0.4 -0.1
O -0.233 -8.765 3.376 -0.1 -0.1 -0.2
O -1.619 -10.206 1.833 0.3 0.3 0.1
C -1.662 -10.710 4.421 -0.1 -0.2 0.4
H -2.944 -10.633 6.176 0.0 0.0 0.0
H -1.873 -9.241 5.988 0.0 -0.1 0.0
H -4.307 -9.915 4.270 0.0 0.0 0.0
H -4.093 -8.473 5.256 0.0 0.0 -0.1
H -3.497 -8.481 2.583 0.2 0.0 -0.1
H -2.511 -7.530 3.725 0.1 -0.1 0.0
H -0.697 -11.034 4.806 0.0 0.0 -0.2
H -2.210 -11.562 4.015 0.1 0.1 -0.1

---

Record 2
101
Properties=species:S:1:pos:R:3:forces:R:3 method="wB97M-V/def2-TZVPD" relative_energy_kj_mol=20.70 homo_energy_ev=-2.1 total_charge=-2 multiplicity=1 homo_lumo_gap_ev=5.8783 max_force_ev_per_a=0.42 e_lumo_ev=3.7372 molar_mass_g_mol=981.6
Cs -1.008 0.274 1.340 -0.1 0.4 0.0
N -4.862 -0.282 1.571 0.0 0.0 0.0
C -4.223 -0.237 2.892 0.0 -0.1 0.0
C -3.497 -1.573 3.115 0.0 0.0 0.0
O -4.200 -2.603 2.909 0.0 0.0 0.0
N -2.239 -1.466 3.471 0.0 0.0 0.0
C -1.519 -2.716 3.659 0.0 -0.1 0.0
C -0.183 -2.723 2.894 0.0 0.0 -0.1
O 0.880 -2.923 3.540 0.0 0.0 0.0
O -0.233 -2.518 1.649 -0.1 -0.1 0.0
H -5.580 0.426 1.487 0.0 0.0 0.0
H -5.298 -1.200 1.512 0.0 0.0 0.0
H -4.948 -0.123 3.712 0.0 0.0 0.0
H -3.533 0.607 2.946 0.0 0.0 0.0
H -2.108 -3.575 3.308 0.0 0.0 0.0
H -1.292 -2.872 4.719 0.0 0.0 0.0
C -4.664 1.253 -2.223 0.0 0.0 0.0
As -2.850 0.572 -1.935 0.1 0.0 0.0
C -1.908 1.914 -3.010 0.0 0.0 0.0
C -2.829 -0.871 -3.298 0.0 0.0 0.0
C -3.446 -0.724 -4.536 0.0 0.0 0.0
C -3.392 -1.728 -5.495 0.0 0.0 0.0
C -2.709 -2.901 -5.213 0.0 0.0 0.0
C -2.094 -3.063 -3.978 0.0 0.0 0.0
C -2.148 -2.065 -3.007 0.0 0.0 0.0
As -1.239 -2.226 -1.257 0.0 0.0 0.0
C -2.833 -2.643 -0.205 0.0 0.0 0.0
C -0.541 -4.049 -1.378 0.0 0.0 0.0
H -4.844 1.536 -3.261 0.0 0.0 0.0
H -4.768 2.130 -1.586 0.0 0.0 0.0
H -5.385 0.496 -1.914 0.0 0.0 0.0
H -2.357 2.023 -3.999 0.0 0.0 0.0
H -0.869 1.607 -3.115 0.0 0.0 0.0
H -1.952 2.852 -2.456 0.0 0.0 0.0
H -3.975 0.195 -4.767 0.0 0.0 0.0
H -3.876 -1.591 -6.455 0.0 0.0 0.0
H -2.655 -3.693 -5.953 0.0 0.0 0.0
H -1.567 -3.988 -3.770 0.0 0.0 0.0
H -3.402 -3.434 -0.696 0.0 0.0 0.0
H -3.457 -1.755 -0.098 0.0 0.0 0.0
H -2.511 -2.955 0.786 0.0 0.0 0.0
H -1.323 -4.775 -1.609 0.0 0.0 0.0
H -0.134 -4.247 -0.387 0.0 0.0 0.0
H 0.261 -4.115 -2.115 0.0 0.0 0.0
F -3.128 5.946 2.309 0.0 0.0 0.0
C -2.345 6.457 1.345 0.0 0.0 0.0
F -1.943 7.676 1.827 0.0 0.0 0.0
F -3.138 6.747 0.297 0.0 0.0 0.0
C -1.165 5.601 0.992 0.0 0.0 0.0
C 0.099 6.103 1.225 0.0 0.0 0.0
C 1.216 5.347 0.902 0.0 0.0 0.0
C 0.986 4.107 0.326 0.0 0.0 0.0
N -0.215 3.599 0.088 0.0 0.0 0.0
C -1.334 4.294 0.431 0.0 0.0 0.0
S -2.860 3.562 0.195 0.0 0.0 0.0
H 0.212 7.086 1.662 0.0 0.0 0.0
H 2.221 5.705 1.079 0.0 0.0 0.0
H 1.819 3.475 0.028 0.0 0.0 0.0
C 2.823 2.559 -3.600 0.0 0.0 0.0
C 2.525 1.223 -2.927 0.0 0.0 0.0
C 1.672 0.357 -3.862 0.0 0.0 0.0
C 3.831 0.496 -2.609 0.0 0.0 0.0
N 1.869 1.556 -1.652 0.0 0.0 0.0
N 1.378 0.475 -0.884 0.0 0.0 0.0
H 3.329 2.407 -4.555 0.0 0.0 0.0
H 3.457 3.172 -2.957 0.0 0.0 0.0
H 1.897 3.108 -3.789 0.0 0.0 0.0
H 2.250 0.071 -4.745 0.0 0.0 0.0
H 0.785 0.893 -4.202 0.0 0.0 0.0
H 1.348 -0.565 -3.375 0.0 0.0 0.0
H 4.393 0.302 -3.525 0.0 0.0 0.0
H 3.640 -0.461 -2.120 0.0 0.0 0.0
H 4.443 1.100 -1.937 0.0 0.0 0.0
H 1.089 2.194 -1.789 0.0 0.0 0.0
H 2.152 -0.008 -0.444 0.0 0.0 0.0
H 0.834 -0.191 -1.428 0.0 -0.1 0.0
C 3.184 -2.494 5.504 0.0 0.0 0.0
C 2.915 -1.187 4.792 0.0 0.1 0.0
O 3.524 -1.184 3.494 0.0 -0.1 0.0
P 2.569 -0.937 2.178 -0.1 0.1 0.1
O 2.831 -2.242 1.278 0.3 0.0 -0.1
C 3.341 -3.488 1.732 -0.1 0.0 0.1
C 2.534 -4.591 1.086 0.0 0.0 0.0
O 3.638 0.006 1.303 -0.1 0.0 0.0
C 3.530 1.408 1.520 0.0 0.0 0.0
C 4.648 1.907 2.416 0.0 0.0 0.0
H 2.791 -2.442 6.524 0.0 0.0 0.0
H 4.257 -2.693 5.553 0.0 0.0 0.0
H 2.669 -3.298 4.983 0.0 0.0 0.0
H 3.353 -0.349 5.345 0.0 0.0 0.0
H 1.838 -1.033 4.699 0.0 0.0 0.0
H 3.251 -3.548 2.815 0.0 0.0 0.0
H 4.403 -3.545 1.465 0.0 0.0 0.0
H 1.490 -4.449 1.362 0.0 0.0 0.0
H 2.880 -5.569 1.430 0.0 0.0 0.0
H 2.623 -4.549 -0.003 0.0 0.0 0.0
H 2.554 1.649 1.961 0.0 0.0 0.0
H 3.561 1.893 0.541 0.0 0.0 0.0
H 4.603 1.416 3.389 0.0 0.0 0.0
H 4.566 2.988 2.560 0.0 0.0 0.0
H 5.619 1.686 1.969 0.0 0.0 0.0

---

Record 3
7
Properties=species:S:1:pos:R:3:forces:R:3 method="wB97M-V/def2-TZVPD" relative_energy_kj_mol=302.38 homo_energy_ev=-11.9 multiplicity=1 homo_lumo_gap_ev=12.0615 max_force_ev_per_a=3.45 e_lumo_ev=0.1622 molar_mass_g_mol=91.0
O -1.211 -1.368 0.373 0.9 -0.4 -0.8
C -0.488 -0.882 -0.420 -1.1 -0.2 -1.3
O 0.914 -0.434 0.001 -1.4 -1.4 -0.6
N 0.590 0.798 0.455 2.9 0.3 -0.2
O 1.479 1.440 0.902 0.4 0.3 0.6
O -0.529 1.095 0.247 -2.8 2.0 0.0
H -0.756 -0.649 -1.558 1.1 -0.6 2.3

---

Record 4
56
Properties=species:S:1:pos:R:3:forces:R:3 method="wB97M-V/def2-TZVPD" relative_energy_kj_mol=2345.65 homo_energy_ev=-8.4 multiplicity=1 homo_lumo_gap_ev=8.6992 max_force_ev_per_a=17.02 e_lumo_ev=0.2992 molar_mass_g_mol=417.5
C -4.493 -0.888 2.136 1.0 -2.9 -5.4
H -4.083 -0.876 3.090 0.1 0.5 1.7
H -3.687 -1.411 1.461 -1.5 -0.5 1.5
H -5.474 -1.375 1.961 0.7 -0.3 0.8
C -4.555 0.353 1.336 2.8 5.6 14.3
N -5.043 0.444 0.152 6.2 -2.1 -2.5
S -3.885 0.847 -0.811 5.0 7.0 -11.5
O -3.034 2.096 -0.600 -2.2 -3.1 1.6
O -4.453 1.131 -2.365 0.9 -2.4 6.2
C -2.730 -0.532 -0.951 -2.4 9.5 2.3
C -3.340 -1.498 -1.354 -0.2 -13.0 -3.3
C -2.585 -2.719 -1.411 6.3 -4.6 1.4
C -1.144 -2.947 -0.938 -5.8 9.7 0.5
C -0.635 -1.434 -0.360 -0.2 -8.6 -3.2
C -1.491 -0.417 -0.592 6.6 2.9 4.7
H -1.190 0.533 -0.019 -0.5 -0.9 -1.3
N 0.671 -1.442 0.163 -8.6 10.6 0.2
C 1.702 -2.079 0.361 5.4 5.7 3.2
O 1.959 -3.112 -0.024 1.7 -10.2 -2.9
C 2.865 -1.173 0.982 -5.9 0.5 2.6
N 2.663 0.198 0.551 -1.3 0.4 8.9
C 3.231 1.142 1.793 3.2 -1.1 -5.8
C 4.867 1.007 1.714 -1.9 -1.0 5.8
C 5.384 0.953 0.440 1.7 1.2 -11.9
C 6.816 1.215 -0.156 -3.5 0.9 16.6
C 7.456 1.054 -1.189 -4.2 -2.5 -7.4
C 6.567 0.686 -2.289 0.4 2.6 -0.8
C 5.230 0.887 -2.150 -1.3 -3.1 3.8
C 4.550 0.703 -0.737 6.9 2.4 -0.3
C 3.167 0.568 -0.621 -3.9 2.0 -7.1
H 2.677 1.687 -0.958 1.0 -2.8 0.8
H 2.713 -0.138 -1.545 1.0 1.5 2.3
H 4.582 0.639 -2.957 -0.5 0.3 -0.7
H 6.960 0.730 -3.301 0.1 -0.5 0.0
H 8.407 1.078 -1.298 6.2 0.4 -0.6
H 7.493 1.370 0.991 -1.4 0.0 -3.5
H 5.169 -0.046 1.970 -0.6 0.6 1.3
H 5.316 1.716 2.515 -0.4 -1.1 -1.6
H 3.069 2.124 1.412 -0.6 0.9 0.2
H 2.812 0.938 2.713 -0.9 -0.7 1.6
H 2.981 -1.498 2.101 -0.9 1.6 -1.4
H 3.690 -1.547 0.687 5.8 -2.7 -3.0
H 0.703 -0.345 0.389 1.5 -2.8 0.1
O -0.550 -4.062 -0.780 0.3 -0.9 -0.2
H 0.333 -3.741 -0.563 1.9 -1.0 0.5
H -2.684 -3.844 -1.645 -2.2 2.0 -0.5
H -4.206 -1.851 -1.708 -4.2 0.8 -1.0
C -6.211 0.768 -0.193 -1.4 11.3 -8.7
C -6.568 2.507 -0.209 -6.1 -9.2 9.3
H -6.035 3.013 -0.705 7.9 6.5 -7.4
H -6.416 2.804 0.869 -0.3 -0.1 -1.0
H -7.590 2.692 -0.453 -0.8 -0.3 -0.2
H -6.835 0.408 0.311 -9.4 -5.3 7.9
H -6.429 0.527 -1.169 -0.2 -0.8 -2.3
H -5.144 1.079 2.199 0.4 -1.2 -2.7
H -3.544 1.079 1.749 -2.2 -2.1 -2.5

---

Record 5
30
Properties=species:S:1:pos:R:3:forces:R:3 method="wB97M-V/def2-TZVPD" relative_energy_kj_mol=35.87 homo_energy_ev=-8.2 multiplicity=1 homo_lumo_gap_ev=8.7698 max_force_ev_per_a=4.58 e_lumo_ev=0.5475 molar_mass_g_mol=214.2
C 0.063 -3.193 -0.650 -0.5 -1.6 -0.8
C 0.976 -2.493 -0.015 1.1 3.3 -0.8
C 1.092 -0.888 -0.376 -0.2 -4.3 0.8
C 1.975 0.010 0.065 -2.2 1.9 -1.2
C 2.992 -0.219 1.062 -2.8 -2.2 2.9
C 1.630 1.385 -0.532 1.0 -1.7 -0.7
C 2.498 2.584 -0.255 -0.6 -0.5 -0.5
C 0.678 1.338 -1.505 1.0 0.1 2.1
P -0.103 -0.296 -1.572 1.4 0.3 -1.2
C -1.492 -0.065 -0.496 -0.8 1.0 -0.2
C -2.512 0.732 -1.062 -0.6 -1.3 2.8
C -3.678 0.957 -0.331 1.4 -1.5 0.3
C -3.737 0.386 0.943 -2.4 1.2 -0.2
C -2.769 -0.371 1.486 0.3 -0.8 0.5
C -1.620 -0.614 0.753 -0.8 0.4 0.7
H -0.073 -4.305 -0.595 0.3 1.2 0.3
H -0.534 -2.704 -1.415 -0.3 -0.1 0.2
H 1.727 -2.977 0.598 -0.1 0.3 0.3
H 3.516 -1.097 0.831 0.6 -1.7 0.0
H 2.530 -0.310 2.142 0.8 0.0 -2.0
H 3.708 0.464 1.161 2.7 3.3 0.1
H 2.766 3.039 -1.185 0.2 0.4 -0.6
H 3.400 2.402 0.281 0.6 -0.4 0.4
H 1.940 3.300 0.292 -0.5 0.8 0.7
H 0.559 2.248 -2.045 -0.8 0.3 -0.7
H -2.333 1.004 -2.034 -0.1 1.0 -2.3
H -4.608 1.262 -0.719 -0.6 1.1 -0.7
H -4.674 0.502 1.501 0.3 0.0 -0.2
H -3.008 -0.865 2.429 0.6 0.2 -0.1
H -0.911 -1.212 1.243 1.2 -0.7 0.0